P:
The following is a quantum chemistry calculation of a gas-phase ion, C2H9N6 (charge +1), from the OMol25 dataset.

Computed properties:
Kohn-Sham gap = 8.398 eV
charge = +1
SMILES string = [H]/N=C(/CNN=[NH2+])NN

Last column: natural (NBO) charge in e.
CARTESIAN COORDINATES (ANGSTROEM)
C: -0.063 0.690 -0.482  0.443
C: 0.877 -0.553 -0.428  -0.308
N: -1.174 0.567 0.090  -0.778
N: 0.219 -1.317 0.567  -0.256
N: 0.314 1.759 -1.190  -0.457
N: -0.641 2.917 -1.253  -0.642
N: 0.002 -2.965 2.032  -0.522
N: 0.723 -2.302 1.131  0.183
H: 0.880 -0.928 -1.552  0.276
H: 1.839 -0.128 -0.131  0.247
H: -1.755 1.380 0.087  0.393
H: -0.685 -0.901 0.953  0.442
H: -0.162 3.757 -1.523  0.388
H: -1.305 2.614 -1.931  0.371
H: 0.469 -3.766 2.386  0.420
H: -0.838 -2.704 2.502  0.406
H: 1.299 1.880 -1.257  0.394

---

Q:
The following is a quantum chemistry calculation of 2 unconnected molecules or ions with the total composition C2H9N6, from the OMol25 dataset.

Computed properties:
Kohn-Sham gap = 10.765 eV
charge = +1

Last column: natural (NBO) charge in e.
CARTESIAN COORDINATES (ANGSTROEM)
C: 0.488 -0.162 0.633  0.258
C: 0.325 -2.118 -0.907  -0.427
N: 1.207 0.078 -1.386  0.024
N: 1.393 1.176 -0.808  -0.014
N: 0.668 -0.778 -0.541  -0.126
N: 0.965 1.077 0.451  0.021
N: -2.067 0.334 -0.026  -1.112
N: 0.942 2.135 1.276  -0.607
H: 0.066 -0.564 1.529  0.270
H: 1.169 -2.788 -0.734  0.246
H: -0.529 -2.450 -0.321  0.240
H: 0.079 -2.134 -1.968  0.261
H: -2.416 1.038 0.616  0.380
H: -2.177 0.722 -0.958  0.379
H: 1.189 1.944 2.244  0.408
H: 1.403 2.942 0.869  0.422
H: -2.706 -0.452 0.032  0.377

---

Short version: Q is the most stable of them.

---

P:
The following is a quantum chemistry calculation of a gas-phase ion, C2H9N6 (charge +1), from the OMol25 dataset.

Computed properties:
Kohn-Sham gap = 9.175 eV
charge = +1
SMILES string = NN[C@H]1NN[NH+]=C1N

Last column: natural (NBO) charge in e.
CARTESIAN COORDINATES (ANGSTROEM)
C: 0.097 0.307 0.669  0.046
C: 0.122 0.547 -0.841  0.510
N: 1.449 -0.482 0.893  -0.386
N: -0.821 -0.688 0.836  -0.495
N: -0.698 0.557 -1.750  -0.682
N: -2.036 -0.114 1.207  -0.630
N: 1.287 0.125 -1.254  -0.439
N: 2.271 -0.015 -0.174  -0.249
H: 0.092 1.230 1.227  0.220
H: 1.339 -1.448 0.603  0.362
H: -1.665 0.662 -1.511  0.438
H: -0.526 -0.029 -2.650  0.441
H: -1.815 0.334 2.043  0.333
H: -2.524 -0.894 1.593  0.366
H: 1.508 0.612 -2.173  0.420
H: -0.581 -1.634 1.236  0.399
H: 2.499 0.929 0.045  0.344

---

Q:
The following is a quantum chemistry calculation of a gas-phase ion, C2H9N6 (charge +1), from the OMol25 dataset.

Computed properties:
Kohn-Sham gap = 9.322 eV
charge = +1

Last column: natural (NBO) charge in e.
CARTESIAN COORDINATES (ANGSTROEM)
C: -0.868 -0.695 -0.183  0.346
C: 1.208 -2.192 -0.486  -0.419
N: 1.339 0.030 -0.674  -0.029
N: 1.060 1.099 -0.104  -0.092
N: 0.405 -0.981 -0.620  -0.277
N: -0.166 1.235 0.316  -0.328
N: -1.739 -0.111 -1.076  -0.726
N: -0.088 2.230 1.296  -0.557
H: -1.217 -1.279 0.692  0.231
H: 1.179 -2.457 0.568  0.206
H: 0.787 -3.003 -1.047  0.226
H: 2.321 -2.061 -0.683  0.275
H: -1.348 0.577 -1.701  0.407
H: -2.562 0.413 -0.593  0.399
H: -0.499 1.885 2.175  0.433
H: -0.780 2.903 0.948  0.435
H: 0.969 2.407 1.171  0.467

---

Short version: P is the most stable of them.

---

P:
The following is a quantum chemistry calculation of a gas-phase ion, C4H8NO2S (charge +1), from the OMol25 dataset.

Computed properties:
Kohn-Sham gap (alpha / beta) = 6.295 / 9.687 eV
charge = +1

Last column: natural (NBO) charge in e.
CARTESIAN COORDINATES (ANGSTROEM)
C: -1.024 -0.984 0.186  -0.221
C: -0.492 1.500 0.543  -0.247
C: 0.150 -1.280 -0.615  -0.566
C: 2.131 0.102 0.052  0.266
N: -1.429 0.552 0.095  -0.563
O: 3.176 0.852 0.411  -0.196
O: 2.594 0.918 -0.904  -0.222
S: 1.699 -1.462 0.390  0.401
H: -1.743 -1.611 -0.204  0.241
H: -0.839 -1.167 1.263  0.248
H: -0.438 1.533 1.616  0.200
H: -0.016 2.252 0.020  0.229
H: -0.054 -2.246 -1.157  0.276
H: 0.368 -0.529 -1.417  0.261
H: -1.719 0.675 -0.863  0.432
H: -2.363 0.893 0.584  0.461

---

Q:
The following is a quantum chemistry calculation of a molecular structure, C4H8NO2S, from the OMol25 dataset.

Computed properties:
Kohn-Sham gap = 8.542 eV
charge = +1

Last column: natural (NBO) charge in e.
CARTESIAN COORDINATES (ANGSTROEM)
C: -1.474 -0.074 -0.018  -0.001
C: -0.227 1.366 0.193  -0.293
C: 1.360 -0.558 0.215  -0.268
C: 0.255 -1.480 -0.269  -0.098
N: 1.168 0.851 -0.188  -0.530
O: -4.053 -0.285 -0.210  -0.831
O: -0.919 -1.135 0.443  -0.481
S: -2.965 0.668 -0.007  1.191
H: -0.420 2.232 -0.401  0.232
H: -0.201 1.606 1.192  0.216
H: 1.242 -0.623 1.341  0.247
H: 2.283 -0.963 -0.076  0.247
H: -0.054 -1.443 -1.333  0.222
H: 0.656 -2.475 0.083  0.247
H: 1.320 1.037 -1.231  0.449
H: 2.028 1.277 0.265  0.451

---

Short version: Q is the most stable of them.

---

P:
The following is a quantum chemistry calculation of 2 unconnected molecules or ions with the total composition C4H11N3O2, from the OMol25 dataset.

Computed properties:
Kohn-Sham gap = 9.972 eV
SMILES string = [H]/N=C(/N)NC.CC(=O)O

Last column: natural (NBO) charge in e.
CARTESIAN COORDINATES (ANGSTROEM)
C: 2.157 1.040 -2.637  -0.746
C: 2.391 1.859 -1.379  0.788
O: 1.359 1.755 -0.475  -0.726
O: 3.326 2.577 -1.191  -0.567
H: 2.260 1.634 -3.540  0.245
H: 1.197 0.530 -2.628  0.219
H: 2.928 0.265 -2.660  0.235
C: -1.333 -2.258 2.097  -0.414
C: -1.251 -0.220 0.780  0.605
N: -0.044 -0.328 0.370  -0.823
N: -2.036 -1.188 1.437  -0.662
N: -1.885 0.982 0.700  -0.798
H: 0.441 -1.075 0.834  0.351
H: 1.138 0.795 -0.531  0.514
H: -2.797 -1.532 0.871  0.382
H: -2.879 0.974 0.811  0.391
H: -1.382 1.761 0.318  0.416
H: -0.621 -2.769 1.447  0.177
H: -2.103 -2.963 2.397  0.210
H: -0.865 -1.838 2.978  0.204

---

Q:
The following is a quantum chemistry calculation of 2 unconnected molecules or ions with the total composition C4H11N3O2, from the OMol25 dataset.

Computed properties:
Kohn-Sham gap = 9.913 eV
SMILES string = CN=C(N)N.CC(=O)O

Last column: natural (NBO) charge in e.
CARTESIAN COORDINATES (ANGSTROEM)
C: -1.646 -3.095 0.593  -0.740
C: -1.881 -1.599 0.707  0.795
O: -0.791 -0.980 1.220  -0.807
O: -2.955 -1.049 0.754  -0.604
H: -0.609 -3.319 0.877  0.235
H: -1.734 -3.477 -0.441  0.226
H: -2.495 -3.535 1.100  0.244
C: 2.116 -0.005 -0.377  -0.440
C: 0.495 1.717 -0.401  0.615
N: 0.800 0.507 -0.108  -0.546
N: 1.409 2.627 -0.990  -0.875
N: -0.795 2.117 -0.161  -0.816
H: -0.067 -0.486 0.548  0.498
H: 2.013 3.164 -0.393  0.397
H: 0.960 3.213 -1.686  0.390
H: -1.494 1.450 0.175  0.431
H: -0.888 3.067 0.189  0.388
H: 2.891 0.271 0.346  0.197
H: 2.433 0.461 -1.357  0.201
H: 2.238 -1.051 -0.596  0.209

---

R:
The following is a quantum chemistry calculation of 2 unconnected molecules or ions with the total composition C4H11N3O2, from the OMol25 dataset.

Computed properties:
Kohn-Sham gap = 9.914 eV
SMILES string = [H]/N=C(/N)NC.CC(=O)O

Last column: natural (NBO) charge in e.
CARTESIAN COORDINATES (ANGSTROEM)
C: 2.984 -1.836 -0.536  -0.419
C: 0.832 -0.651 -0.286  0.603
N: -0.054 0.142 -0.765  -0.851
N: 2.176 -0.624 -0.663  -0.620
N: 0.482 -1.582 0.644  -0.825
H: 0.307 0.758 -1.474  0.349
H: -1.858 -0.066 0.051  0.515
H: 2.218 -0.182 -1.569  0.380
H: -0.484 -1.565 0.914  0.415
H: 1.182 -2.121 1.104  0.398
H: 3.945 -1.643 -0.984  0.216
H: 2.582 -2.667 -1.121  0.191
H: 3.107 -2.039 0.517  0.194
C: -2.053 2.512 0.573  -0.745
C: -3.087 1.420 0.548  0.803
O: -2.588 0.170 0.579  -0.744
O: -4.264 1.617 0.592  -0.570
H: -2.410 3.355 -0.016  0.233
H: -1.074 2.125 0.305  0.236
H: -1.944 2.875 1.587  0.238

---

S:
The following is a quantum chemistry calculation of 2 unconnected molecules or ions with the total composition C4H11N3O2, from the OMol25 dataset.

Computed properties:
Kohn-Sham gap = 9.816 eV
SMILES string = [H]/N=C(/N)NC.CC(=O)O

Last column: natural (NBO) charge in e.
CARTESIAN COORDINATES (ANGSTROEM)
C: 2.111 0.823 1.755  -0.757
C: 2.563 -0.495 1.159  0.812
O: 2.387 -1.472 2.140  -0.780
O: 2.984 -0.776 0.087  -0.534
H: 1.498 1.302 0.996  0.255
H: 2.941 1.539 1.649  0.245
H: 1.905 0.716 2.798  0.250
C: -0.216 0.805 -1.685  -0.446
C: -1.968 -0.516 -0.618  0.575
N: -1.424 -1.643 -0.387  -0.770
N: -1.289 0.728 -0.693  -0.631
N: -3.339 -0.432 -0.645  -0.837
H: -0.409 -1.590 -0.357  0.340
H: 1.568 -1.978 2.164  0.508
H: -2.006 1.384 -0.984  0.355
H: -3.842 -1.295 -0.716  0.413
H: -3.796 0.455 -0.649  0.384
H: -0.191 -0.047 -2.378  0.209
H: 0.707 0.951 -1.136  0.196
H: -0.182 1.540 -2.500  0.213

---

Short version: R is the most stable of them.

---

P:
The following is a quantum chemistry calculation of 2 unconnected molecules or ions with the total composition C4H11N3O2, from the OMol25 dataset.

Computed properties:
Kohn-Sham gap = 9.587 eV
SMILES string = CN=C(N)N.CC(=O)O

Last column: natural (NBO) charge in e.
CARTESIAN COORDINATES (ANGSTROEM)
C: 3.304 1.183 -0.446  -0.721
C: 1.980 1.314 0.255  0.794
O: 1.230 0.216 0.230  -0.700
O: 1.562 2.384 0.630  -0.602
H: 3.294 0.391 -1.193  0.229
H: 4.095 0.927 0.247  0.238
H: 3.489 2.135 -0.927  0.241
C: -1.008 -2.170 -0.975  -0.442
C: -1.673 -0.475 0.576  0.531
N: -1.230 -1.643 0.375  -0.545
N: -2.073 0.484 -0.363  -0.852
N: -1.726 0.022 1.854  -0.838
H: 0.280 0.303 0.385  0.516
H: -1.437 -1.499 -1.745  0.138
H: -1.457 -3.143 -1.048  0.220
H: -2.134 0.107 -1.293  0.383
H: -2.889 1.019 -0.107  0.386
H: -1.541 -0.620 2.607  0.403
H: -2.074 0.907 2.165  0.396
H: 0.008 -1.841 -1.228  0.224

---

Q:
The following is a quantum chemistry calculation of 2 unconnected molecules or ions with the total composition C4H11N3O2, from the OMol25 dataset.

Computed properties:
Kohn-Sham gap = 10.544 eV
SMILES string = [H]/N=C\N=C.NCC(O)O

Last column: natural (NBO) charge in e.
CARTESIAN COORDINATES (ANGSTROEM)
C: 0.285 1.323 0.527  0.377
C: 0.998 0.655 1.718  -0.267
N: 0.008 0.379 2.760  -0.861
O: 1.100 1.425 -0.584  -0.726
O: -0.886 0.581 0.231  -0.759
H: 1.323 0.524 -0.898  0.493
H: -1.164 0.197 1.080  0.494
H: 0.007 2.357 0.786  0.130
H: 0.381 -0.249 3.462  0.371
H: -0.264 1.236 3.230  0.362
H: 1.405 -0.298 1.372  0.188
H: 1.834 1.290 2.036  0.185
C: 0.138 -1.289 -2.316  0.262
C: -1.948 -0.920 -2.019  -0.031
N: -1.258 -1.938 -2.150  -0.452
N: 1.052 -1.336 -1.444  -0.677
H: 0.814 -1.865 -0.607  0.364
H: 0.319 -1.250 -3.384  0.196
H: -1.181 0.018 -2.152  0.155
H: -2.964 -0.840 -1.648  0.195

---

R:
The following is a quantum chemistry calculation of 2 unconnected molecules or ions with the total composition C4H11N3O2, from the OMol25 dataset.

Computed properties:
Kohn-Sham gap = 9.673 eV
SMILES string = CN=C(N)N.CC(=O)O

Last column: natural (NBO) charge in e.
CARTESIAN COORDINATES (ANGSTROEM)
C: 1.006 -2.757 1.949  -0.730
C: 1.010 -1.337 1.463  0.789
O: -0.095 -0.660 1.773  -0.701
O: 1.937 -0.853 0.867  -0.604
H: 0.626 -3.414 1.160  0.234
H: 0.498 -2.970 2.880  0.233
H: 2.063 -3.024 1.974  0.240
C: -0.403 2.551 0.098  -0.432
C: -0.818 0.761 -1.445  0.592
N: -1.062 -0.594 -1.612  -0.848
N: -0.331 1.176 -0.350  -0.575
N: -1.009 1.529 -2.571  -0.836
H: -1.274 -1.049 -0.743  0.395
H: -0.481 -1.176 -2.193  0.386
H: -0.006 0.272 1.487  0.522
H: -0.784 2.510 -2.510  0.386
H: -0.900 1.126 -3.482  0.394
H: -1.424 2.864 0.320  0.195
H: -0.054 3.244 -0.683  0.159
H: 0.218 2.666 0.973  0.202

---

S:
The following is a quantum chemistry calculation of 2 unconnected molecules or ions with the total composition C4H11N3O2, from the OMol25 dataset.

Computed properties:
Kohn-Sham gap = 9.405 eV
SMILES string = CN=C(N)N.CC(=O)O

Last column: natural (NBO) charge in e.
CARTESIAN COORDINATES (ANGSTROEM)
C: -0.199 1.495 -2.424  -0.432
C: -1.247 0.016 -0.688  0.571
N: -0.570 1.051 -1.101  -0.518
N: -1.650 -1.102 -1.491  -0.842
N: -1.784 0.100 0.640  -0.853
H: 2.546 -2.461 2.213  0.479
H: -0.002 0.669 -3.239  0.148
H: 0.724 2.048 -2.356  0.214
H: -1.428 -1.063 -2.490  0.386
H: -1.263 -1.876 -1.057  0.370
H: -1.628 -0.440 1.353  0.360
H: -2.162 0.960 1.071  0.397
H: -1.079 2.044 -2.947  0.205
C: 0.901 0.223 2.057  -0.702
C: 2.047 -0.721 1.269  0.827
O: 1.830 -1.873 2.137  -0.752
O: 2.931 -0.520 0.473  -0.543
H: -0.082 -0.244 2.358  0.220
H: 0.813 0.923 1.289  0.231
H: 1.302 0.772 2.933  0.234

---

Short version: R is the most stable of them.

---

P:
The following is a quantum chemistry calculation of 2 unconnected molecules or ions with the total composition C4H5NO2S, from the OMol25 dataset.

Computed properties:
Kohn-Sham gap = 7.643 eV

Last column: natural (NBO) charge in e.
CARTESIAN COORDINATES (ANGSTROEM)
C: 2.921 0.133 -0.152  -0.277
C: 0.594 0.023 -0.195  0.578
C: -0.497 -1.805 -0.991  0.246
C: -0.772 0.333 -0.036  -0.205
H: 3.198 -0.832 0.373  0.206
H: 3.519 1.032 -0.042  0.212
H: 2.885 -0.126 -1.359  0.183
H: -0.750 -2.889 -1.479  0.252
H: -0.794 1.300 2.608  0.130
N: -1.422 -0.910 -0.611  -0.439
O: 1.671 0.766 0.175  -0.470
O: 0.763 -1.177 -0.740  -0.463
S: -1.941 1.192 1.059  0.044

---

Q:
The following is a quantum chemistry calculation of a single C4H5NO2S molecule, from the OMol25 dataset.

Computed properties:
Kohn-Sham gap = 8.195 eV

Last column: natural (NBO) charge in e.
CARTESIAN COORDINATES (ANGSTROEM)
C: 0.702 0.904 -0.167  -0.407
C: 1.964 1.576 -0.117  0.118
C: 0.641 -0.550 -0.343  0.536
C: -0.674 -1.258 0.036  -0.696
N: 3.151 0.992 0.107  -0.801
O: 4.957 -0.467 0.663  -0.834
O: 1.655 -1.255 -0.469  -0.621
S: 3.929 -0.274 -0.307  1.591
H: -0.155 1.517 -0.105  0.220
H: 1.941 2.589 0.151  0.200
H: -1.269 -0.389 0.407  0.211
H: -0.513 -1.987 0.828  0.244
H: -1.150 -1.721 -0.907  0.239

---

R:
The following is a quantum chemistry calculation of 2 unconnected molecules or ions with the total composition C4H5NO2S, from the OMol25 dataset.

Computed properties:
Kohn-Sham gap = 8.251 eV
SMILES string = CC=C=S.O=C=NO

Last column: natural (NBO) charge in e.
CARTESIAN COORDINATES (ANGSTROEM)
C: -0.062 -1.660 1.039  -0.039
C: 0.009 -0.408 1.362  -0.387
C: 0.285 1.298 -1.991  0.801
C: -1.093 0.419 1.958  -0.609
N: 1.060 0.451 -2.328  -0.292
O: -0.312 2.066 -1.362  -0.499
O: 1.390 -0.129 -3.526  -0.498
S: -0.113 -3.166 0.630  0.118
H: 0.946 0.104 1.183  0.251
H: -0.901 0.598 3.017  0.218
H: -2.051 -0.086 1.866  0.219
H: -1.136 1.378 1.448  0.229
H: 1.977 -0.866 -3.296  0.489

---

S:
The following is a quantum chemistry calculation of a single C4H5NO2S molecule, from the OMol25 dataset.

Computed properties:
Kohn-Sham gap = 9.014 eV
SMILES string = C=C1OCC(=S)N1O

Last column: natural (NBO) charge in e.
CARTESIAN COORDINATES (ANGSTROEM)
C: 0.986 0.869 -0.763  0.450
C: 1.215 1.918 -1.549  -0.540
C: 1.237 -0.983 0.551  -0.121
C: -0.236 -0.625 0.492  0.051
H: -2.098 0.609 -0.145  0.501
H: 2.200 2.137 -1.853  0.226
H: 0.375 2.525 -1.903  0.235
H: 1.629 -0.903 1.605  0.222
H: 1.414 -1.972 0.133  0.221
N: -0.270 0.444 -0.291  -0.102
O: -1.400 1.112 -0.629  -0.503
O: 1.888 0.009 -0.249  -0.468
S: -1.546 -1.346 1.177  -0.172

---

Short version: S is the most stable of them.